No. 1
The following is a quantum chemistry calculation of a structure of composition C6H9N at a distorted geometry, from the OMol25 dataset.

Calculated values
Net charge = 0
Spin multiplicity = 1
Energy relative to the best compared isomer or geometry (same formula, charge and spin) = 103.6 kcal/mol
Energy = -7853.6675 eV
HOMO level = -0.2628 hartree

Cartesian coordinates (Å):
C (2.8474, 0.5383, 2.2047)
C (1.8789, 0.0312, 1.2431)
C (1.0731, -0.2289, 0.3855)
C (0.1208, -0.2612, -0.6554)
C (-1.1459, 0.2167, -0.4420)
C (-2.0444, 0.2615, -1.6078)
N (-2.1990, -1.1658, -1.2927)
H (2.6810, 1.6072, 2.3865)
H (3.8627, 0.4242, 1.8136)
H (2.7894, 0.0176, 3.1642)
H (-1.2435, -1.5764, -1.1971)
H (0.5077, -0.0742, -1.6540)
H (-1.5981, 0.3860, 0.5342)
H (-1.5516, 0.4252, -2.5774)
H (-2.9825, 0.8346, -1.5621)
H (-2.9961, -1.4359, -0.7434)

Here are the Löwdin charges for atoms 1 to 8, given in e:
1. C -0.124
2. C -0.099
3. C -0.084
4. C -0.197
5. C -0.156
6. C -0.209
7. N 0.002
8. H 0.075

=====

No. 2
The following is a quantum chemistry calculation of a structure of composition C11H20CaN4P at a distorted geometry, from the OMol25 dataset.

Calculated values
Net charge = -1
Spin multiplicity = 1
Energy = -45415.0928 eV
HOMO level = -0.0376 hartree

Cartesian coordinates (Å):
C (-0.1054, 0.2144, -3.3881)
C (-1.0408, -0.6648, -4.0117)
C (-0.5701, -2.0045, -3.8619)
C (0.6675, -1.9680, -3.1461)
C (0.9772, -0.6083, -2.8467)
Ca (0.9951, 2.2601, -0.4972)
P (-0.7079, 4.1933, -1.4862)
H (-0.1547, 1.3074, -3.3650)
H (-1.9541, -0.3682, -4.5297)
H (-1.0716, -2.9020, -4.2260)
H (1.8895, -0.2367, -2.3643)
H (1.2756, -2.8280, -2.8682)
H (-1.9961, 4.4891, -0.9121)
H (-1.1302, 4.1958, -2.8638)
H (-0.2147, 5.5462, -1.4734)
C (0.1861, 1.2312, 2.0307)
N (0.4470, 0.4766, 0.7352)
C (-0.7644, -0.3750, 0.4436)
N (-1.0769, -1.2904, 1.5554)
C (-1.2960, -0.5007, 2.7951)
N (-0.1054, 0.3204, 3.1701)
C (1.0554, -0.5993, 3.3408)
N (1.3171, -1.4017, 2.1197)
C (1.5875, -0.4836, 0.9887)
C (0.0870, -2.1760, 1.8096)
H (-0.6926, 1.8826, 1.8848)
H (1.0906, 1.8213, 2.2779)
H (-0.5389, -0.9494, -0.4642)
H (-1.6176, 0.2999, 0.2777)
H (-1.5062, -1.2081, 3.6128)
H (-2.1462, 0.1793, 2.6399)
H (1.9495, 0.0043, 3.5683)
H (0.8326, -1.2845, 4.1727)
H (1.7243, -1.0783, 0.0745)
H (2.4913, 0.1018, 1.2153)
H (-0.1575, -2.8092, 2.6774)
H (0.2738, -2.7871, 0.9146)

Here are the Löwdin charges for atoms 1 to 8, given in e:
1. C -0.238
2. C -0.219
3. C -0.211
4. C -0.225
5. C -0.254
6. Ca 0.315
7. P 0.494
8. H 0.014

=====

No. 3
The following is a quantum chemistry calculation of a structure of composition C38H47BCsF4I2N10O5P at a distorted geometry, from the OMol25 dataset.

Calculated values
Net charge = -2
Spin multiplicity = 1
Energy = -102897.6654 eV
HOMO level = -0.1072 hartree

Cartesian coordinates (Å):
Cs (-1.0924, -0.4310, -0.0131)
I (8.4962, -2.1235, -4.2166)
C (6.5111, -1.6389, -3.6823)
C (5.5209, -1.6231, -4.6511)
C (4.2272, -1.3382, -4.2654)
I (2.6921, -1.3156, -5.6953)
C (3.8328, -1.0657, -2.9215)
O (2.6247, -0.8622, -2.5728)
C (4.9184, -1.0623, -1.9776)
C (4.5899, -0.6905, -0.5535)
N (3.3237, -1.3342, -0.1250)
C (3.3934, -2.8081, -0.1112)
C (2.2929, -3.4369, 0.7112)
C (2.4898, -4.6425, 1.3726)
C (1.4240, -5.2026, 2.0636)
C (0.2062, -4.5426, 2.0735)
C (0.1175, -3.3373, 1.3967)
N (1.1372, -2.7909, 0.7477)
C (6.2119, -1.3588, -2.3558)
H (5.7486, -1.8349, -5.6865)
H (4.4305, 0.3875, -0.4830)
H (5.3941, -0.9711, 0.1284)
H (2.6621, -1.0366, -0.9043)
H (4.3650, -3.1299, 0.2660)
H (3.2999, -3.1522, -1.1431)
H (3.4548, -5.1329, 1.3322)
H (1.5463, -6.1457, 2.5816)
H (-0.6537, -4.9451, 2.5900)
H (-0.8088, -2.7742, 1.3791)
H (7.0000, -1.3522, -1.6109)
O (-1.7024, -1.4670, -2.1223)
N (-1.1175, -2.4873, -1.6013)
N (-1.7044, -3.6179, -1.6964)
O (-1.1547, -4.6827, -1.1766)
C (-2.9253, -3.8326, -2.4333)
C (-4.0151, -2.9761, -2.3468)
C (-5.1653, -3.2581, -3.0709)
C (-5.2305, -4.3808, -3.8840)
C (-4.1384, -5.2360, -3.9576)
C (-2.9913, -4.9672, -3.2288)
H (-3.9690, -2.1017, -1.7178)
H (-6.0133, -2.5878, -3.0008)
H (-6.1324, -4.5957, -4.4450)
H (-4.1779, -6.1156, -4.5892)
H (-2.1365, -5.6290, -3.2503)
N (0.4120, 0.6231, 2.7653)
C (-0.5383, -0.0283, 3.6621)
C (-0.5793, 0.7086, 5.0221)
C (0.7034, 1.4324, 5.4408)
C (1.8417, 0.5622, 5.9749)
N (2.3350, -0.5101, 5.1295)
C (3.0221, -0.3298, 3.9523)
N (3.3047, -1.3141, 3.1612)
N (3.5244, 0.9159, 3.7002)
C (-1.9859, -0.1073, 3.0793)
O (-2.8189, -0.7455, 3.7497)
O (-2.1485, 0.4593, 1.9644)
H (-0.0169, 1.4834, 2.4326)
H (0.5432, 0.0528, 1.9370)
H (-0.2200, -1.0661, 3.8064)
H (-0.8953, 0.0138, 5.8052)
H (-1.3660, 1.4656, 4.9484)
H (0.4664, 2.1388, 6.2430)
H (1.0514, 2.0112, 4.5832)
H (1.5184, 0.0828, 6.9025)
H (2.6877, 1.2096, 6.2220)
H (1.7458, -1.3240, 5.1096)
H (2.9294, -2.1909, 3.5051)
H (3.0648, -1.0129, 0.8281)
H (2.9295, 1.6888, 3.9575)
H (3.8356, 1.0212, 2.7448)
N (-0.3857, 1.3832, -5.8362)
N (-0.9149, 0.9887, -4.5665)
H (0.1960, 0.6510, -6.2294)
H (0.2242, 2.1693, -5.6607)
H (-0.2180, 0.5265, -3.9892)
H (-1.6480, 0.3116, -4.7261)
C (-1.2086, 3.1036, -1.9284)
P (-2.1083, 2.5200, -0.4258)
C (-1.9964, 4.0270, 0.6116)
C (-3.0602, 4.4396, 1.4156)
C (-2.9240, 5.5255, 2.2677)
C (-1.7149, 6.2048, 2.3456)
C (-0.6372, 5.7753, 1.5839)
C (-0.7723, 4.6908, 0.7282)
C (-3.8238, 2.6633, -1.0898)
C (-4.5659, 1.4906, -1.2116)
C (-5.8422, 1.5053, -1.7610)
C (-6.3914, 2.7019, -2.1950)
C (-5.6642, 3.8804, -2.0721)
C (-4.3911, 3.8612, -1.5239)
H (-0.1347, 3.0988, -1.7262)
H (-1.5194, 4.1057, -2.2286)
H (-1.3979, 2.4032, -2.7416)
H (-3.9985, 3.8985, 1.3767)
H (-3.7608, 5.8372, 2.8822)
H (-1.6090, 7.0535, 3.0113)
H (0.3208, 6.2747, 1.6623)
H (0.0929, 4.3502, 0.1687)
H (-4.1357, 0.5600, -0.8569)
H (-6.4072, 0.5848, -1.8433)
H (-7.3855, 2.7200, -2.6261)
H (-6.0960, 4.8179, -2.4036)
H (-3.8334, 4.7852, -1.4226)
F (2.6132, 1.3777, 0.5817)
B (3.1133, 2.7098, 0.6379)
F (2.4737, 3.4982, -0.3300)
F (2.8709, 3.2316, 1.9322)
F (4.5113, 2.6605, 0.4098)

Here are the Löwdin charges for atoms 1 to 8, given in e:
1. Cs 1.455
2. I 0.737
3. C -0.748
4. C -0.258
5. C -0.631
6. I 0.871
7. C -0.481
8. O -0.117

=====

No. 4
The following is a quantum chemistry calculation of a structure of composition C4H5NO2, from the OMol25 dataset.

Calculated values
Net charge = 0
Spin multiplicity = 1
Energy relative to the best compared isomer or geometry (same formula, charge and spin) = 42.5 kcal/mol
Energy = -9812.4717 eV
HOMO level = -0.3575 hartree

Cartesian coordinates (Å):
N (0.4135, 1.3154, 0.9786)
C (0.1729, 0.2537, 0.0811)
C (-1.1655, 0.1049, -0.6375)
C (-0.6770, -0.9887, 0.2264)
O (0.2798, -1.7832, -0.5134)
C (1.1529, -0.7101, -0.5501)
O (2.2988, -0.7160, -0.8779)
H (0.6498, 2.1769, 0.4980)
H (1.1589, 1.0862, 1.6255)
H (-1.9407, 0.7396, -0.2147)
H (-1.2086, -0.0362, -1.7132)
H (-1.1346, -1.4426, 1.0972)

Here are the Löwdin charges for atoms 1 to 8, given in e:
1. N 0.106
2. C -0.351
3. C 0.012
4. C -0.169
5. O 0.067
6. C -0.403
7. O 0.154
8. H 0.092

=====

No. 5
The following is a quantum chemistry calculation of a cluster of 2 separate species, Cl2HISi in total, from the OMol25 dataset.

Calculated values
Net charge = 0
Spin multiplicity = 1
Energy relative to the best compared isomer or geometry (same formula, charge and spin) = 32.8 kcal/mol
Energy = -41040.8555 eV
HOMO level = -0.3491 hartree

Cartesian coordinates (Å):
Si (1.1995, -1.1879, 0.8971)
Cl (-0.0177, -1.9469, -0.5556)
Cl (-2.1311, 0.8521, -0.0017)
I (1.8932, 0.9867, -0.1304)
H (-0.9439, 1.2960, -0.2094)

Löwdin atomic charges, in units of e:
1. Si -0.142
2. Cl 0.034
3. Cl 0.246
4. I 0.214
5. H -0.352

=====

No. 6
The following is a quantum chemistry calculation of a structure of composition C9H10N4V at a distorted geometry, from the OMol25 dataset.

Calculated values
Net charge = 0
Spin multiplicity = 2
Energy relative to the best compared isomer or geometry (same formula, charge and spin) = 0.0 kcal/mol
Energy = -41138.9822 eV
HOMO level (spin up / spin down) = -0.2952 / -0.3104 hartree

Cartesian coordinates (Å):
C (0.0718, -2.2009, -1.4208)
C (0.0077, -0.9313, -2.0416)
C (-0.9726, -0.1307, -1.3492)
C (-1.5321, -0.9287, -0.3035)
C (-0.8865, -2.2205, -0.3572)
V (0.5785, -0.5040, 0.2422)
N (0.4418, -1.5868, 1.6182)
C (2.3591, 0.3522, -0.6615)
C (1.4739, 1.2570, -1.2007)
H (-1.2453, 0.8931, -1.6029)
H (0.5490, -0.6288, -2.9378)
H (-2.3419, -0.6372, 0.3643)
H (-1.1568, -3.0946, 0.2271)
H (0.7032, -3.0300, -1.7294)
H (1.3473, 1.3261, -2.2844)
H (2.9812, 0.6537, 0.1996)
H (0.5873, -2.0866, 2.5019)
H (1.2370, 2.1950, -0.6733)
H (2.6932, -0.5452, -1.2053)
N (-0.0714, 1.0543, 1.1391)
C (-0.6544, 1.8327, 1.8112)
N (-1.0358, 2.8268, 2.4877)
C (-2.1030, 2.9663, 3.2439)
N (-3.0309, 3.1680, 3.9325)

Here are the Löwdin charges for atoms 1 to 8, given in e:
1. C -0.115
2. C -0.169
3. C -0.187
4. C -0.153
5. C -0.135
6. V 0.635
7. N -0.088
8. C -0.183